70
Properties=species:S:1:pos:R:3:nbo_charge:R:1 method="wB97M-V/def2-TZVPD" multiplicity=1 de_lowest_kcal_mol=14.5 largest_force_ev_per_a=5.009 lumo_ev="-9.9 / -10.0" total_energy_ha=-2243.43816 orbital_gap_ev="3.08 / 3.05" charge=+2 mol_weight_g_mol=703.751
Pb -0.56 -2.66 1.35 1.642
C -0.81 2.76 5.60 -0.120
C -1.19 1.80 4.74 -0.242
C -0.81 1.48 3.29 -0.445
C 0.56 0.79 2.89 -0.424
C 1.81 1.44 3.28 -0.230
C 1.96 2.60 3.97 -0.132
C 1.01 3.75 4.08 -0.451
C 0.30 3.74 5.48 -0.443
C 0.34 -2.69 3.46 -0.820
H -1.26 2.72 6.61 0.224
H -1.54 0.85 5.23 0.204
H -0.90 2.46 2.78 0.224
H -1.55 0.75 2.90 0.195
H 0.63 -0.25 3.22 0.175
H 0.64 0.71 1.79 0.179
H 2.75 1.08 2.78 0.183
H 2.94 2.87 4.39 0.214
H 0.27 3.65 3.28 0.199
H 1.49 4.74 3.98 0.243
H 1.03 3.49 6.26 0.231
H -0.07 4.73 5.73 0.234
H -0.47 -3.14 3.99 0.278
H 0.57 -1.75 3.92 0.237
H 1.20 -3.38 3.50 0.251
P 1.29 -1.36 -1.43 1.203
P -1.95 -0.97 -1.35 1.232
N 2.64 -0.24 -1.53 -0.685
N 2.10 -2.58 -2.51 -0.651
N -2.03 0.80 -1.40 -0.669
N -3.57 -1.21 -2.01 -0.669
C 0.38 -0.51 -2.78 -0.773
C -1.03 -1.11 -2.95 -0.752
C 3.45 0.12 -0.45 0.213
C 4.43 0.99 -0.90 -0.196
C 4.24 1.17 -2.31 -0.198
C 3.13 0.40 -2.67 0.217
C 2.43 -3.86 -2.06 -0.074
C 2.85 -4.61 -3.15 -0.253
C 2.79 -3.77 -4.30 -0.222
C 2.37 -2.53 -3.87 -0.099
C -1.73 1.61 -0.30 -0.079
C -1.73 2.94 -0.70 -0.267
C -2.03 2.96 -2.09 -0.259
C -2.17 1.65 -2.50 -0.094
C -4.41 -0.51 -2.88 -0.078
C -5.55 -1.28 -3.11 -0.242
C -5.39 -2.51 -2.38 -0.259
C -4.17 -2.45 -1.73 -0.078
H 0.86 -0.56 -3.78 0.260
H 0.32 0.56 -2.53 0.266
H -1.56 -0.63 -3.79 0.280
H -0.95 -2.18 -3.19 0.256
H 3.25 -0.29 0.54 0.245
H 5.20 1.46 -0.30 0.280
H 4.80 1.79 -2.98 0.280
H 2.66 0.29 -3.63 0.250
H 2.33 -4.11 -1.01 0.208
H 3.16 -5.64 -3.12 0.254
H 3.00 -4.06 -5.32 0.256
H 2.25 -1.61 -4.45 0.202
H -1.57 1.16 0.67 0.208
H -1.50 3.80 -0.06 0.245
H -2.14 3.85 -2.73 0.255
H -2.35 1.25 -3.50 0.222
H -4.17 0.47 -3.27 0.226
H -6.39 -1.01 -3.73 0.250
H -6.08 -3.33 -2.35 0.247
H -3.66 -3.16 -1.10 0.204
F -2.13 -3.73 2.52 -0.771